1.
The following is a DFT calculation (ωB97M-V/def2-TZVPD) of a single C4H9NO2S molecule at a distorted geometry.

Computed properties:
HOMO = -7.0 eV
Kohn-Sham gap = 3.6269 eV
LUMO energy = -3.3514 eV

Each line ends with the Löwdin charge.
Atoms and positions in Å:
C (0.0790, -0.3319, 0.8939)  -0.2015
N (-0.9697, -0.9575, 0.1502)  0.0105
C (-2.3069, -0.3873, 0.3039)  -0.7114
O (-3.1408, -0.8015, -0.5426)  -0.1146
O (-2.1544, 1.1300, 0.3512)  -0.1299
C (0.6754, 1.0510, 0.3182)  -0.1984
C (1.6699, 0.7893, -0.7077)  -0.3143
S (3.0301, -0.2735, -0.3780)  0.9273
H (0.9561, -0.9508, 0.7391)  0.0484
H (-0.3159, -0.3520, 1.9116)  0.1305
H (-0.7309, -1.0316, -0.8360)  0.1228
H (-2.5130, -0.5106, 1.4201)  0.1324
H (-0.1004, 1.6818, -0.1073)  0.1020
H (1.2354, 1.5039, 1.1411)  0.1476
H (-2.8426, 1.5205, -0.2194)  0.0714
H (2.0235, 1.4989, -1.4512)  0.0782
H (3.9121, 0.3183, -1.1818)  -0.1010

=====

2.
The following is a DFT calculation (ωB97M-V/def2-TZVPD) of 2 unconnected molecules or ions with the total composition C8H18N2O2 at a distorted geometry.

Computed properties:
HOMO = -9.1 eV
Kohn-Sham gap = 9.7678 eV
LUMO energy = 0.6769 eV

Each line ends with the Löwdin charge.
Atoms and positions in Å:
C (2.1458, 2.0814, 0.6359)  -0.1420
C (2.4429, 0.1541, -0.7203)  -0.4333
C (2.2809, -1.3141, -1.0116)  -0.0359
C (-1.2005, -0.7441, 1.6884)  -0.0442
C (-2.2057, -0.6017, 0.5365)  -0.4976
C (-1.5066, -0.6327, -0.8167)  -0.0502
C (-3.2146, 0.5512, 0.7174)  -0.1439
C (-3.4539, -1.4947, 0.6440)  -0.1423
H (3.1947, 2.2460, 0.9267)  0.0763
H (1.8620, 2.7816, -0.1479)  0.0717
H (1.5482, 2.3187, 1.5328)  0.0681
H (1.7695, -1.4937, -1.9717)  0.0817
H (3.2490, -1.8145, -1.0507)  0.0785
H (1.6656, -1.7599, -0.2189)  0.0745
H (3.0616, 0.4536, -2.6166)  0.1332
H (4.2893, 2.2241, -1.0965)  0.1113
H (-0.5767, 0.1527, 1.7496)  0.0688
H (-1.7099, -0.8326, 2.6553)  0.0831
H (-0.5636, -1.6338, 1.5492)  0.0836
H (-1.1649, -1.6532, -1.0194)  0.0809
H (-0.6366, 0.0386, -0.8211)  0.0687
H (-2.1687, -0.3315, -1.6527)  0.0917
H (-3.3105, 1.2307, -0.1343)  0.1168
H (-3.0922, 1.1531, 1.6277)  0.1204
H (-3.6591, -2.0649, -0.2665)  0.1179
H (-3.4746, -2.1449, 1.5373)  0.1236
N (1.8956, 0.6955, 0.2873)  0.0372
N (3.3430, 0.6989, -1.6678)  -0.0215
O (3.5031, 2.0963, -1.6727)  -0.0754
O (-4.3133, -0.3601, 0.7974)  -0.1017

=====

3.
The following is a DFT calculation (ωB97M-V/def2-TZVPD) of a single C17H13F3N2O5 molecule at a distorted geometry.

Computed properties:
HOMO = -8.3 eV
Kohn-Sham gap = 8.3864 eV
LUMO energy = 0.1305 eV

Each line ends with the Löwdin charge.
Atoms and positions in Å:
O (1.0260, 3.4585, 2.9895)  0.0506
O (1.6412, -5.9937, 2.0409)  0.1518
F (-0.3488, 1.3645, -5.1975)  0.1064
F (-2.3131, 2.1974, -5.7178)  0.1739
F (-1.9087, 0.0874, -6.0361)  0.2470
O (-0.3616, -5.0155, 1.8711)  0.1085
O (1.4517, -0.4655, 0.9300)  0.0987
O (-2.2106, 0.7763, -4.0142)  0.1129
C (1.1673, 2.5564, 2.1862)  -0.4321
C (0.9562, -5.0658, 2.1705)  -0.5357
C (-0.7982, -0.6525, 0.6605)  0.0629
C (-0.2339, -1.9036, 1.1857)  -0.0012
C (-0.3896, 3.4686, 0.4053)  0.1018
C (0.3523, 0.1783, 0.5545)  -0.2892
C (0.3725, 2.5298, 0.9927)  -0.1071
C (1.0719, -1.7042, 1.3750)  -0.2858
C (-2.1743, 2.8469, -2.8963)  0.0541
C (-1.7287, 3.5351, -1.7200)  -0.0444
C (-0.8823, 0.8743, -2.1379)  0.1034
C (-1.6989, 1.5084, -3.0215)  -0.3061
C (-0.8593, 3.0507, -0.9348)  -0.1836
C (-0.4278, 1.7216, -1.0615)  -0.0819
N (1.9938, 1.6165, 2.8159)  0.1337
N (0.2849, 1.4617, 0.1039)  0.0500
C (-1.7342, 1.0847, -5.2597)  -0.6699
C (1.6584, -3.8581, 2.8076)  -0.0472
C (2.0768, -2.6775, 1.8552)  -0.0781
H (-0.5054, -5.8814, 1.4728)  0.1247
H (-1.8078, -0.3272, 0.6787)  0.1096
H (-0.9096, -2.7766, 1.2115)  0.1180
H (-0.5247, 4.4513, 0.7712)  0.1172
H (-2.9005, 3.2374, -3.5983)  0.1156
H (-2.0673, 4.5733, -1.7844)  0.1315
H (-0.5999, -0.1670, -2.2364)  0.1355
H (1.8785, 0.5865, 2.7690)  0.0914
H (2.6148, 2.0260, 3.5471)  0.1271
H (2.5206, -4.1630, 3.2363)  0.0798
H (1.0129, -3.4074, 3.5179)  0.1140
H (2.4422, -3.0645, 1.0080)  0.0803
H (2.8629, -2.0680, 2.4593)  0.1616

=====

4.
The following is a DFT calculation (ωB97M-V/def2-TZVPD) of a molecular structure, C8H4N2O5Sn at a distorted geometry.

Computed properties:
HOMO (spin up / spin down) = -14.8 / -14.9 eV
Kohn-Sham gap (spin up / spin down) = 5.5848 / 5.6182 eV
LUMO energy (spin up / spin down) = -9.2652 / -9.2472 eV
Net charge = +2

Each line ends with the Löwdin charge.
Atoms and positions in Å:
O (-1.8987, -1.1273, -3.5128)  0.1777
C (-1.6854, -0.6154, -2.5164)  0.0172
Sn (-1.1003, 0.5270, -0.1930)  0.8104
O (-3.9165, 2.2549, -0.1008)  0.2532
C (-2.9255, 1.6398, -0.1430)  -0.0399
C (-0.7786, 1.5567, 1.7128)  -0.0008
O (-0.5648, 2.0958, 2.7545)  0.2173
C (-0.2541, 2.1778, -0.9872)  -0.1629
O (0.2791, 3.1029, -1.4342)  0.2138
C (-2.0455, -0.8445, 0.9495)  -0.1594
O (-2.5411, -1.6539, 1.6126)  0.2155
N (2.4522, -1.5626, -0.4282)  0.1656
C (2.6276, -1.1066, 0.9492)  0.0481
C (1.5703, -0.3844, 1.2565)  -0.0321
N (0.7631, -0.3973, 0.0790)  -0.1228
C (1.2698, -1.0729, -0.8877)  -0.1216
H (3.1050, -2.1310, -0.9119)  0.1659
H (3.4480, -1.3428, 1.5089)  0.1175
H (1.3099, 0.1237, 2.1401)  0.1090
H (0.8855, -1.2399, -1.8478)  0.1281

=====

5.
The following is a DFT calculation (ωB97M-V/def2-TZVPD) of a molecular structure, C5H7IOS at a distorted geometry.

Computed properties:
HOMO = -8.4 eV
Kohn-Sham gap = 8.3864 eV
LUMO energy = 0.0115 eV

Each line ends with the Löwdin charge.
Atoms and positions in Å:
C (0.3241, 0.7757, -0.0826)  -0.4999
C (1.4183, 0.0058, 0.0334)  -0.7932
C (-1.2306, -0.8245, 0.5678)  -0.3020
C (-0.8377, -1.9926, -0.3289)  -0.4996
C (0.5706, 2.2546, -0.1460)  -0.0398
O (-0.9561, 0.4376, 0.0447)  -0.0256
S (0.9634, -2.2611, -0.0654)  0.6592
I (3.3910, 0.3172, -0.2221)  0.9186
H (-2.2416, -0.8435, 0.6886)  0.0880
H (-0.9000, -1.0197, 1.5948)  0.1333
H (-1.2407, -2.9782, -0.0259)  0.0710
H (-0.9460, -1.6922, -1.4569)  0.1150
H (-0.1644, 2.8886, 0.4733)  0.1281
H (0.2678, 2.6264, -1.0913)  0.0744
H (1.5819, 2.3057, 0.0165)  -0.0277

=====

6.
The following is a DFT calculation (ωB97M-V/def2-TZVPD) of a single C4H7N3O molecule.

Computed properties:
HOMO (spin up / spin down) = -8.4 / -8.4 eV
Kohn-Sham gap (spin up / spin down) = 6.8067 / 6.8085 eV
LUMO energy (spin up / spin down) = -1.5807 / -1.5794 eV

Each line ends with the Löwdin charge.
Atoms and positions in Å:
C (-0.1313, 0.3454, 1.3472)  -0.0408
C (-2.2330, 0.2639, -0.1231)  -0.0690
N (-0.8166, 0.5119, 0.0472)  -0.1070
C (0.2675, -0.5329, 0.1900)  -0.5838
C (1.4334, 0.2368, -0.7274)  -0.3993
N (2.5968, -0.4182, -0.8438)  0.1623
N (0.9095, 1.2936, -1.0740)  0.3164
O (0.2326, -1.7671, 0.0505)  0.0237
H (2.5456, -1.4043, -0.6187)  0.1084
H (3.2644, -0.1299, -1.5410)  0.1117
H (-0.6602, -0.2380, 2.0960)  0.1200
H (0.3981, 1.2156, 1.7230)  0.1054
H (-2.8014, 1.0813, 0.3259)  0.0833
H (-2.5480, -0.6794, 0.3378)  0.0857
H (-2.4575, 0.2212, -1.1894)  0.0833